{
  "formula": "C21H35BClN4O6P",
  "method": "ωB97M-V with the def2-TZVPD basis set",
  "fmax_ev_per_a": 4.06,
  "gap_ev": 3.630,
  "lumo_energy_ev": -2.10,
  "species": ["C", "C", "C", "H", "C", "H", "B", "H", "O", "C", "N", "C", "H", "C", "H", "C", "P", "H", "C", "N", "H", "C", "C", "H", "C", "C", "N", "H", "O", "C", "O", "H", "H", "H", "H", "C", "H", "H", "H", "O", "H", "H", "H", "Cl", "C", "C", "H", "H", "C", "H", "O", "H", "H", "H", "H", "H", "N", "H", "H", "H", "H", "H", "C", "H", "H", "O", "H", "C", "C"],
  "coordinates": [[-0.026914, -2.705586, 1.039298], [-0.658219, -3.161627, 2.372060], [1.426723, -2.583338, 0.960434], [3.245979, 1.849477, -2.859316], [-1.391785, 0.652631, -1.376741], [2.508116, -2.250568, -3.025317], [-1.597848, -1.449219, 3.643228], [1.328312, -0.971157, -3.411938], [-2.020612, -0.604506, 2.608974], [-2.028533, 2.116037, -1.634271], [1.268146, -1.811672, -1.394505], [-0.805038, -2.389838, -0.144407], [-1.101363, 0.904793, 1.487696], [-1.077634, 0.505605, 2.528574], [2.273116, 3.739561, -1.143378], [2.006055, -2.115647, -0.267932], [-2.669334, -2.547161, -0.066386], [-1.800252, 0.345488, -0.381170], [-0.988130, -1.679193, -2.613519], [-3.430569, 2.293312, -1.124128], [-1.727103, -2.525062, -2.644233], [2.696908, 1.772778, -0.766303], [4.580547, 4.622639, 0.798963], [1.498861, 1.311369, -2.635860], [1.984497, -1.349307, -2.601527], [2.231287, -4.065238, 2.916710], [3.105691, 3.216271, -0.849090], [-1.465173, 1.321144, 3.189860], [-2.796414, 3.889367, 0.511643], [2.341939, -2.931067, 2.131168], [2.840893, 3.130418, 1.475894], [-4.289564, 2.876690, 2.263668], [3.170973, -2.219461, 2.381478], [-1.925252, 0.182595, -3.503754], [-2.015157, 2.388170, -2.718329], [-4.116107, 2.153364, 1.430056], [4.131265, 5.608177, 1.052050], [5.198687, 4.661325, -0.129794], [-3.180017, -1.233241, -0.337165], [-1.257181, -4.169883, 2.462308], [2.401671, -5.112696, 2.582904], [3.779171, -0.304476, -3.217752], [-1.482743, -1.271866, 5.523233], [-4.168435, 0.932894, -2.959133], [-3.369262, 2.858844, 0.237738], [3.083855, -0.266098, -2.335587], [3.721170, -0.447878, -1.441693], [5.179870, 4.200337, 1.642864], [2.540659, 1.219096, -2.254044], [2.007253, -3.933744, 4.008060], [-0.472777, -2.323923, 3.467283], [-2.896930, -0.631712, -2.273390], [-0.282796, 0.799830, -1.399349], [3.114777, -2.034920, -0.282175], [-3.562917, 1.251002, 1.770514], [3.507173, 1.253843, -0.205724], [-3.258607, -3.666615, -1.020161], [-3.026943, -2.882927, 1.268976], [-5.127202, 1.854784, 1.058255], [-0.043077, 0.217214, 2.834407], [1.712887, 1.628363, -0.260056], [-0.438681, -1.723418, -3.580112], [-1.847235, -0.335478, -2.515141], [-1.329144, 2.838194, -1.125661], [-3.819958, 3.059205, -1.682447], [-2.209334, -1.481249, 4.910214], [-2.498600, -4.118216, -1.538374], [-0.102466, -1.955871, -1.377000], [3.418826, 3.599043, 0.538349]],
  "atomic_forces_ev_per_a": [[0.92, 0.83, -1.54], [1.00, 1.09, -0.31], [1.04, -0.40, -1.97], [-0.91, -0.51, 0.33], [-1.34, 1.30, -1.45], [-0.60, 0.67, 0.42], [-0.74, 0.13, 0.80], [0.10, -0.31, 1.04], [1.04, -0.89, 0.84], [1.02, 0.06, 0.29], [-1.11, -0.10, 1.52], [2.26, 0.36, 1.09], [0.23, -0.46, 0.80], [-0.42, 0.98, -0.16], [0.46, 0.13, 0.02], [-0.84, -0.64, 1.50], [-0.96, -0.99, -1.31], [0.76, 0.01, -0.67], [0.30, -0.47, 0.18], [1.95, 1.56, 3.20], [0.71, 0.76, 0.00], [-0.84, -0.01, -1.56], [-0.40, -1.07, -1.00], [0.75, 0.01, 0.26], [1.94, -0.21, -0.97], [-0.07, 0.31, 0.30], [-0.26, -0.80, 1.51], [0.49, -0.63, -0.43], [0.13, 0.00, -0.30], [-0.42, -0.14, -0.33], [-0.14, -0.49, 0.20], [0.56, -0.57, -0.71], [-1.80, 0.38, 0.59], [0.31, -0.63, 0.89], [-0.06, -0.56, 0.92], [-0.66, 0.13, -1.15], [0.47, -0.67, -0.13], [-0.39, 0.33, 0.85], [0.36, -0.49, 0.56], [-0.44, -0.92, -0.02], [-1.90, 0.69, -0.31], [-0.69, -0.21, 0.77], [-0.50, -0.57, 0.32], [-2.37, -0.84, -2.78], [-0.15, 0.22, 1.05], [-0.29, 0.66, -0.72], [-0.52, -0.17, -0.66], [-0.57, 0.60, -0.62], [1.44, -0.08, 1.00], [2.00, -0.11, -0.61], [-0.82, 0.22, -1.17], [1.10, 0.19, -0.52], [-0.71, -0.23, 0.42], [-1.13, 0.04, -0.44], [-0.46, 0.52, -0.24], [-0.68, 0.19, -0.50], [1.18, 0.49, 0.19], [0.50, 0.78, -0.18], [0.83, -0.13, 0.27], [-0.71, 0.16, -0.35], [0.84, 0.10, 0.06], [-0.18, -0.01, 0.88], [0.25, -0.52, 1.20], [-0.62, -0.43, -0.28], [-0.16, -0.58, 0.02], [1.30, 0.91, -1.44], [-0.60, -0.09, 0.09], [-1.44, -0.40, 0.52], [0.63, 1.51, -0.07]]
}

=====

{
  "formula": "C21H35F4N2",
  "method": "ωB97M-V with the def2-TZVPD basis set",
  "total_charge": 1,
  "fmax_ev_per_a": 1.61,
  "gap_ev": 8.971,
  "lumo_energy_ev": -3.01,
  "species": ["H", "H", "C", "H", "H", "C", "H", "H", "H", "C", "N", "C", "C", "F", "F", "F", "C", "C", "H", "C", "C", "H", "N", "C", "H", "H", "H", "H", "H", "H", "H", "H", "C", "H", "C", "H", "C", "H", "C", "H", "H", "H", "C", "F", "H", "H", "H", "H", "H", "C", "H", "C", "H", "H", "C", "C", "C", "H", "H", "C", "H", "H"],
  "coordinates": [[6.453569, 0.957489, 2.069613], [-5.679644, -1.931715, -0.577217], [-0.437612, -1.492029, 0.992405], [-2.626936, -1.796555, -0.453091], [-2.625118, -0.346237, -2.398656], [4.043747, 0.369079, 0.636083], [0.412463, -0.271317, -1.224148], [3.242381, 0.500690, -1.312847], [3.461422, 1.801679, 1.962527], [1.057578, 2.889393, 2.415835], [5.975688, -1.090536, 2.366387], [0.355739, 0.439318, -0.404818], [-3.749390, -1.425976, -4.777582], [-0.060428, 3.567762, 2.664486], [0.505402, 3.511145, 0.203932], [2.022101, 3.290401, 3.265088], [1.746813, 0.663534, 0.201472], [-3.539922, -1.747161, -1.050304], [1.689271, 0.337187, 1.244908], [-1.539778, 0.653135, 1.261862], [-2.194264, -1.231095, 2.613838], [-4.606815, -2.862064, 0.455103], [3.649645, 1.814160, 0.955512], [6.408639, 0.020264, 1.506324], [5.858444, 0.937812, -0.355214], [5.216827, -0.796390, 2.969580], [-3.534412, 0.400332, -1.103848], [-3.503900, -2.588206, -1.748803], [-0.071155, 1.353274, -0.803607], [-5.665991, -0.172168, -2.156038], [-3.595605, -0.478049, -5.297308], [3.795576, -0.237591, 1.502523], [-3.552316, -0.428471, -1.820949], [-2.821490, -1.686558, -4.264929], [-1.256342, -2.035926, 1.979090], [-1.140068, -3.078018, 2.230693], [2.313287, 2.077114, 0.295227], [-5.083462, -2.297822, -3.327890], [-4.923425, -1.328608, -3.807369], [5.529252, -0.805656, -0.245469], [0.853874, 1.832363, 2.588464], [2.539724, 2.463047, -0.698395], [-2.345429, 0.110239, 2.264004], [2.379101, 4.259744, 1.000813], [-3.062423, 0.744150, 2.760712], [7.396576, -0.228652, 1.135947], [-5.832571, -1.117063, -4.374710], [-1.632066, 1.687175, 0.960289], [2.889305, -1.087300, -0.575847], [-4.751148, -0.238615, -2.751118], [6.717944, -1.334364, 3.010144], [-4.705777, -1.919358, -0.085990], [-4.650236, 0.728995, -3.252593], [4.363598, 2.532616, 0.834733], [5.497708, 0.137067, 0.290406], [2.975268, -0.025495, -0.394518], [-0.581589, -0.142495, 0.638503], [-4.703170, -1.105064, 0.642733], [-3.932795, -2.193131, -5.530326], [1.544161, 3.193883, 0.967910], [0.315686, -2.097354, 0.509967], [-2.805509, -1.655981, 3.396500]],
  "atomic_forces_ev_per_a": [[0.19, 0.24, -0.17], [0.04, 0.04, -0.07], [-0.41, 0.63, 0.40], [0.07, -0.02, -0.13], [-0.01, 0.00, -0.01], [-0.25, -1.21, -0.67], [0.18, -0.01, -0.22], [-0.14, -0.39, -0.44], [0.21, 0.35, 0.03], [-0.37, -0.12, -0.36], [-0.05, 0.24, -0.02], [-0.24, -0.12, 0.13], [-0.07, -0.07, 0.04], [-0.20, 0.33, 0.08], [-0.49, -0.03, -0.36], [0.50, -0.05, 0.32], [0.13, 0.06, 0.30], [0.00, 0.01, 0.04], [-0.12, -0.29, 0.06], [0.17, -0.50, 0.13], [-0.12, 0.17, 0.08], [-0.04, 0.04, 0.06], [-0.52, -0.24, 1.50], [-0.30, -0.46, 0.32], [0.06, -0.04, -0.29], [-0.06, -0.05, 0.03], [0.00, -0.01, 0.01], [0.01, 0.01, 0.01], [0.02, 0.15, -0.11], [0.01, -0.01, 0.02], [0.03, 0.01, 0.01], [0.10, 0.26, 0.42], [0.02, 0.01, 0.03], [0.01, 0.01, -0.01], [0.35, 0.37, -0.37], [-0.11, -0.10, 0.15], [0.16, 0.04, -0.89], [-0.02, 0.01, 0.02], [0.05, 0.06, -0.07], [0.08, -0.10, -0.20], [-0.01, -0.15, -0.09], [-0.05, 0.02, -0.13], [0.44, -0.21, -0.28], [0.17, 0.37, 0.07], [-0.16, -0.05, 0.09], [0.23, 0.19, 0.06], [-0.02, -0.03, 0.01], [-0.15, 0.12, 0.03], [0.06, -0.20, 0.16], [-0.03, 0.01, 0.02], [0.11, -0.15, -0.10], [-0.03, -0.03, 0.01], [-0.01, 0.00, -0.02], [0.02, -0.06, -0.46], [-0.14, 0.53, 0.21], [0.35, 1.00, 0.05], [0.15, -0.22, -0.13], [-0.08, -0.03, 0.02], [0.02, 0.01, -0.02], [0.32, -0.24, 0.77], [0.03, -0.14, -0.13], [-0.11, 0.01, 0.02]]
}

=====

{
  "formula": "C21H35FP2Ti",
  "method": "ωB97M-V with the def2-TZVPD basis set",
  "s_squared": 2.012,
  "fmax_ev_per_a": 4.02,
  "spin_multiplicity": 3,
  "gap_ev": [4.567, 4.261],
  "lumo_energy_ev": [-0.10, -0.34],
  "species": ["H", "H", "H", "F", "C", "H", "C", "C", "H", "H", "H", "H", "C", "H", "H", "H", "H", "H", "C", "H", "H", "C", "H", "C", "H", "P", "H", "H", "C", "C", "H", "H", "Ti", "C", "C", "P", "C", "C", "H", "C", "C", "C", "C", "H", "H", "C", "C", "H", "C", "H", "H", "H", "H", "H", "C", "H", "H", "H", "H", "H"],
  "coordinates": [[1.794182, 3.722274, 0.615934], [1.028791, -2.693998, -3.216774], [-2.041673, -1.177438, 1.009986], [0.064222, -4.736365, 3.407765], [1.199867, 0.113140, -0.084460], [-3.508388, 1.127412, -0.186234], [-3.597046, 0.283204, -0.879921], [2.144535, -1.260096, -2.204451], [2.528631, 3.284980, -2.239236], [-1.898681, 2.077146, -2.695996], [0.557697, 0.985033, -2.855435], [-0.841292, 0.937735, 0.389742], [-1.305977, -1.704554, -1.028864], [2.576832, -0.800001, -3.122926], [1.714999, 0.000861, 0.938941], [3.190159, -0.027209, -0.802229], [2.814493, -2.080538, -1.865961], [0.458494, -2.819381, -0.762749], [-0.328446, -0.019013, 0.591835], [-0.663745, -0.482708, 4.865069], [-1.604172, 2.200078, -0.961270], [2.173068, -0.303623, -1.122717], [3.613470, 2.629019, -1.018346], [-0.035243, -2.180027, -1.446187], [-2.244774, -2.299367, -1.154216], [-2.009472, -0.032234, -1.657812], [-0.970297, 3.277695, 2.638386], [2.220568, -3.713159, 2.375372], [0.447791, -3.420057, 3.525827], [-0.081547, -1.164912, 4.234767], [-0.556051, -2.011953, 1.064409], [-1.470791, 1.910872, 3.845851], [0.617206, 1.465954, 2.358806], [2.758607, 2.378541, -1.663334], [0.754655, -1.789807, -2.612360], [1.279868, 1.829544, -0.708901], [1.580496, -2.977038, 2.903466], [-2.418110, -0.665242, -3.301450], [0.271726, 2.735723, -2.743525], [0.872270, 3.314351, 0.177104], [1.861901, -1.599552, 2.869699], [-0.406973, -2.552063, 4.243180], [-1.097088, -1.276993, 0.459054], [-3.179371, 0.006957, -3.721456], [0.044468, 3.204511, 0.907936], [0.950172, -0.670779, 3.427126], [0.151541, 1.778117, -2.190377], [0.551581, 4.028928, -0.602776], [-1.329511, 1.627945, -1.866770], [0.234914, -1.006397, -3.202949], [-4.277785, 0.553726, -1.695495], [-0.238530, -0.095093, 1.782737], [-1.520471, -0.707507, -3.936905], [-1.263979, -2.968616, 4.743026], [-0.659405, 2.580319, 3.471846], [-0.026244, 3.049205, 4.245896], [2.805420, -1.257504, 2.421559], [-4.008605, -0.580375, -0.353862], [3.139158, 1.654989, -2.416182], [-2.818110, -1.684659, -3.193193]],
  "atomic_forces_ev_per_a": [[-0.38, -0.09, 0.18], [-0.52, 0.76, -0.52], [-0.21, 0.27, 0.08], [0.42, 0.64, 0.16], [0.11, -0.29, 3.52], [-0.08, -0.21, -0.07], [-0.35, 0.32, -0.07], [0.04, -0.54, -0.89], [-0.28, 0.08, 0.40], [-0.06, -0.11, 0.20], [-0.31, 0.43, 0.54], [-0.44, -0.59, -0.04], [1.08, 0.77, 2.30], [0.21, -0.39, 0.15], [0.08, 0.41, -0.80], [-0.44, -0.31, 0.25], [-0.38, -0.19, -0.80], [0.53, -0.21, 0.99], [1.60, 0.84, 0.81], [-0.06, -0.23, -0.47], [0.09, -0.16, -0.41], [-0.69, 1.56, 1.08], [-0.23, -0.07, -0.01], [-0.74, -0.01, -0.92], [-0.33, 0.59, -0.26], [-0.18, -2.16, -0.74], [-0.24, -0.23, 1.19], [-0.40, 0.56, 0.48], [-1.73, 0.36, 0.64], [-0.50, -1.42, -0.20], [-0.02, -0.40, -0.54], [0.42, 1.00, -0.07], [1.66, -2.05, 0.20], [1.09, 0.17, 0.08], [0.81, -0.86, -0.44], [1.16, -1.74, -3.43], [1.20, -0.24, -0.77], [-0.32, 0.69, -0.53], [0.13, -0.47, 0.49], [-0.60, 2.02, 0.05], [-0.73, -0.25, 0.34], [1.49, 0.41, -0.64], [-1.13, -1.51, 0.12], [0.17, -0.33, -0.34], [0.41, 0.28, -0.38], [0.89, 1.45, -0.27], [0.31, 0.21, 0.05], [-0.10, 0.16, 0.58], [-0.20, 0.75, -0.37], [0.40, -0.62, -0.06], [-0.11, 0.08, 0.31], [0.23, 0.08, -1.78], [-0.47, 0.09, 0.15], [-0.14, 0.02, 0.23], [-0.57, 0.10, -0.18], [-0.64, 0.16, -0.12], [-0.56, -0.22, -0.09], [0.20, -0.02, -0.11], [-0.68, 0.21, 0.77], [0.11, 0.43, -0.01]]
}